{
  "formula": "C52H65N3O30",
  "method": "wB97M-V/def2-TZVPD",
  "charge": 0,
  "e_homo_ev": -9.14,
  "gap_ev": 7.1,
  "lumo_energy_ha": -0.073,
  "e_tot_ev": -120868.3457,
  "symbols": ["C", "O", "H", "O", "H", "H", "H", "H", "H", "H", "H", "H", "H", "H", "N", "O", "C", "O", "C", "O", "O", "O", "C", "H", "O", "H", "H", "O", "H", "H", "H", "O", "H", "H", "O", "C", "O", "C", "H", "C", "H", "H", "H", "C", "H", "C", "C", "O", "C", "H", "C", "H", "C", "H", "C", "C", "O", "C", "C", "C", "H", "H", "O", "H", "C", "C", "H", "H", "H", "C", "H", "H", "H", "H", "H", "H", "H", "O", "C", "H", "H", "H", "C", "C", "H", "C", "H", "C", "C", "C", "O", "H", "H", "H", "H", "O", "C", "C", "C", "N", "C", "H", "H", "C", "C", "H", "O", "C", "C", "C", "C", "O", "H", "C", "H", "O", "H", "C", "C", "H", "O", "O", "O", "H", "O", "C", "H", "C", "C", "C", "O", "C", "H", "C", "H", "O", "C", "H", "H", "H", "H", "O", "C", "O", "C", "N", "O", "H", "C", "C"],
  "xyz": [[-5.27453, 3.26951, -1.50132], [4.63873, -0.18840, -0.94149], [0.53396, -2.63434, 3.84756], [7.50596, 5.54147, 1.49004], [-2.66086, -0.25178, -1.84565], [-5.61888, -0.67805, -2.27743], [2.83467, 4.62087, -5.63535], [0.97286, 1.26361, 0.01406], [-5.14235, 1.55537, 1.73712], [-1.07170, 2.91823, 4.36035], [4.05303, 4.25977, -0.99699], [-4.06774, 0.75607, 5.61138], [2.10244, 0.08443, -1.51222], [-4.56020, -2.46141, -3.44032], [3.28130, -1.66911, 3.12381], [0.69860, -1.24252, -3.26666], [1.62616, 3.13943, -4.40052], [-1.29320, -2.92745, -1.84588], [0.68765, 2.21300, -3.76668], [-4.64896, -1.21833, 4.30762], [3.08399, 4.26314, 3.12962], [5.66789, 1.25677, 2.03417], [-3.84151, 3.53657, -1.48983], [-0.54498, 4.42190, -6.81610], [3.71493, 2.01606, 0.34088], [0.99014, -3.93552, 2.86856], [-0.04627, -5.76025, 1.94998], [-1.27691, -5.38801, -2.99019], [-1.09998, 1.00700, -2.78846], [-3.36139, -2.64170, -2.12622], [1.08247, 1.56376, -2.99727], [5.85868, 6.13258, -0.46924], [-6.02327, -0.02940, 1.92970], [-0.95048, -3.60835, 0.85152], [-7.40502, 3.67547, -2.33167], [0.05524, 3.81688, 1.16076], [2.17601, -2.88502, -4.83942], [-4.70841, -1.04739, -1.79164], [-1.25878, -0.26258, 2.94078], [-5.16688, 0.49079, 1.50566], [-1.58980, 4.10219, -1.90233], [4.60260, -3.41921, -4.05858], [3.52887, -5.79157, -0.55310], [-4.11659, 4.78107, -3.61801], [3.03772, -3.01782, 4.64696], [1.96750, -4.16045, -0.86586], [-0.85323, 0.07122, -0.05125], [-0.87264, -0.14287, -1.43052], [5.68385, 2.49831, 1.52684], [-4.23365, 0.13516, 1.94957], [4.12661, -2.61333, -3.51558], [-1.44940, 0.93933, 0.27319], [6.65298, 3.36938, 1.85389], [-7.84579, 3.92127, -3.15863], [-1.42202, -4.12378, 1.69132], [0.53099, 0.39702, 0.51170], [2.77065, 3.29230, -4.02615], [2.72833, -2.33311, -3.92236], [-0.18713, 3.90771, -5.93137], [-1.22066, -0.23978, 4.03390], [-3.54464, -0.01883, -3.21384], [-5.72890, 2.71695, -0.68850], [-1.54580, 1.54239, -3.48387], [-0.63331, -1.07091, 4.40678], [1.01395, 3.26040, 3.82393], [1.81445, -5.60236, -1.27106], [0.52520, -2.40839, 2.09408], [-0.41370, -7.70720, 2.99203], [-1.31907, -6.03848, 0.69804], [-3.09532, 0.94116, 5.15737], [0.63548, -7.05070, -2.24567], [-5.83886, -1.62957, -0.13710], [-4.12607, -1.42559, 0.20446], [-0.73122, 0.68463, 4.31971], [3.43106, -3.77393, 3.03059], [-3.89517, 0.89517, -1.98877], [-2.90918, -1.99790, 3.53930], [5.99974, -2.15102, -2.17745], [4.05829, -0.82049, -1.80172], [4.69289, -2.95178, 3.87031], [-3.16740, 1.77847, 4.45799], [-1.85271, -8.21894, 2.12581], [-0.86051, 3.38043, 2.28377], [2.00615, -1.33993, -3.04822], [7.39285, 3.10346, 2.59543], [4.77387, 4.06085, -0.21215], [5.05492, -1.30168, 2.02161], [0.79914, -3.31185, -0.91183], [1.45546, 4.02583, 1.47509], [-4.98858, -0.95455, -0.29642], [-2.08696, 2.99922, 1.92301], [-2.49566, -4.01812, 1.50577], [-2.48563, 1.24084, 6.01490], [2.71260, 0.24775, 3.20991], [0.53614, 0.66633, 1.57904], [-2.03072, 4.64294, -2.58203], [3.96959, -1.37025, 1.88646], [1.87508, 3.84970, 2.73449], [0.69256, -6.03900, -1.86376], [-3.63164, -0.07393, -2.19244], [2.64222, -0.65242, -2.09277], [-4.94253, -3.19732, -1.82757], [5.35232, 0.65628, 1.33781], [1.08312, 3.99333, -5.51882], [-1.50272, -7.57633, 2.93895], [-1.89376, -7.84406, 3.91524], [-1.88491, -6.25030, 2.66197], [5.74606, 4.93240, 0.09051], [4.63040, 2.79430, 0.49260], [-0.24490, -3.72475, -1.65826], [6.68655, 4.67641, 1.23390], [-6.21960, 4.59063, -4.66518], [2.13531, 4.40984, 0.72793], [-1.10257, -5.60981, 1.68705], [-3.62987, 5.23849, -4.46878], [2.85414, -6.36206, -0.96485], [3.59257, -0.42984, 1.48246], [-0.60120, 2.26162, -4.12954], [-6.08439, 3.79883, -2.42631], [3.23046, 3.95275, 4.03961], [-1.07475, -3.50447, 2.90719], [2.07025, -0.84055, 4.86279], [1.51410, 2.82579, 4.83731], [-1.11169, -1.98909, -1.61405], [3.07698, -3.76958, -0.53050], [-0.42108, 3.15673, 3.53277], [0.75940, -2.32629, -0.46764], [-3.34934, 4.40641, -2.58974], [0.27045, -3.10584, 2.90136], [4.74703, -1.87178, -2.60649], [-3.12032, 3.16321, -0.59055], [-3.44573, -1.21468, 4.10008], [1.23695, -0.44135, 0.56611], [2.61843, -0.68560, 3.79217], [-1.22600, -0.81915, 0.48867], [-5.17912, 0.36794, 0.08009], [-4.40485, -2.41900, -2.36796], [6.67556, 6.51425, -0.09286], [3.77490, -2.14211, 1.13928], [0.19880, -0.89953, -2.46409], [6.19732, -1.46658, -1.51317], [-2.32367, 2.90924, -5.64941], [-1.17051, 3.01054, -5.31809], [-0.46033, 4.00769, 0.07510], [-5.53502, 4.43095, -3.68578], [-2.60042, -0.25726, 4.53044], [1.97727, 4.82116, -6.05299], [-2.22390, 3.24220, 0.98051], [-0.36295, -5.11982, -2.25262], [3.60556, -2.94864, 3.72439]],
  "forces_ev_per_a": [[-0.2, -0.2, 0.5], [0.8, -0.3, 0.1], [-0.4, 0.2, 0.0], [-0.2, 0.0, 0.0], [0.5, 0.0, 0.4], [0.1, 0.2, 0.0], [0.0, 0.1, 0.1], [0.1, -0.2, -0.2], [-0.5, 0.0, -0.1], [-0.1, -0.3, -0.1], [0.1, 0.1, 0.0], [-0.1, -0.1, -0.4], [0.1, -0.1, 0.1], [-0.1, -0.1, 0.0], [0.1, 0.0, -0.4], [0.1, -0.3, -0.1], [-0.8, -0.4, 0.6], [-0.3, -0.7, -0.3], [0.5, 0.7, -0.6], [0.1, -0.2, -0.2], [0.1, -0.5, -0.1], [0.2, 0.1, -0.1], [-1.8, 0.6, 0.2], [0.2, 0.3, 0.1], [-0.1, 0.0, 0.0], [-0.3, -0.3, -0.4], [0.1, 0.0, -0.3], [-0.2, -0.1, 0.0], [-0.1, -0.2, 0.6], [-0.1, -0.1, -0.4], [-0.2, 0.1, 0.1], [0.3, -0.2, -0.1], [0.0, 0.1, 0.2], [0.2, -0.2, 0.0], [0.0, -0.2, 0.1], [0.0, 0.0, 0.1], [-0.1, -0.1, -0.1], [-1.1, 0.7, -0.6], [0.3, -0.1, 0.0], [0.4, 0.6, 0.0], [-0.1, 0.2, 0.3], [0.2, 0.0, 0.1], [0.0, 0.1, -0.1], [0.1, 0.1, -0.3], [0.2, -0.3, 0.1], [0.1, 0.7, 0.2], [0.7, 0.2, 0.8], [-0.5, -0.6, -0.6], [0.8, -0.4, -0.3], [-0.1, -0.5, -0.2], [-0.6, -0.1, -1.1], [-0.5, -0.2, -0.4], [-0.6, -0.2, 0.5], [0.3, 0.2, -0.2], [-0.6, -0.4, -0.3], [0.6, -0.1, 0.8], [0.3, 0.1, -0.4], [0.6, 0.1, 0.6], [-0.6, -0.1, -0.9], [-0.5, 0.0, -0.4], [0.1, -0.4, 0.0], [0.2, 0.0, 0.1], [0.3, 0.2, -0.4], [0.0, 0.0, 0.1], [-1.2, -0.3, -0.6], [-0.5, 0.3, 0.2], [-0.2, 0.0, -0.1], [0.0, 0.3, 0.0], [0.2, 0.1, -0.1], [-0.4, 0.2, 0.8], [-0.1, 0.0, 0.1], [-0.2, 0.3, 0.3], [-0.1, 0.2, 0.3], [0.0, 0.0, 0.2], [-0.4, 0.1, 0.1], [0.1, -0.2, 0.7], [-0.1, -0.1, 0.0], [-0.4, 0.4, -0.3], [-1.4, 0.1, -0.6], [-0.1, -0.1, 0.5], [0.0, 0.0, -0.1], [-0.2, -0.3, 0.2], [-0.2, -1.3, 0.2], [-0.8, 0.1, 0.0], [0.1, 0.1, 0.0], [-0.3, -0.1, -0.6], [0.0, -0.1, 0.1], [-0.1, -0.6, -0.6], [-0.1, 0.1, 0.0], [1.0, -1.3, -0.8], [0.2, 0.8, -0.2], [-0.1, 0.1, 0.5], [0.4, -0.1, -0.3], [-0.5, 0.3, 0.3], [-0.7, 0.2, -0.1], [-0.1, 0.0, -0.2], [-0.2, 0.0, -0.2], [0.4, 0.5, 0.4], [0.6, -0.6, -0.4], [-0.4, 0.6, -1.0], [0.4, 0.6, 0.4], [-0.4, 0.1, -0.3], [-0.4, 0.1, 0.2], [0.1, -0.1, 0.0], [0.3, 0.1, -0.5], [-0.3, -0.1, -0.1], [-0.1, 0.4, 0.4], [-0.8, 0.1, 0.4], [0.2, 0.7, 0.3], [-0.3, 0.9, 0.6], [0.7, -0.1, -0.3], [-0.7, -0.1, 0.0], [-0.1, 0.1, -0.1], [0.1, 0.0, 0.2], [-0.2, 0.1, -0.1], [0.2, -0.3, -0.1], [0.0, 0.0, 0.0], [-1.2, -1.4, 0.6], [-0.4, -0.3, -0.7], [-0.1, -0.1, 0.1], [0.1, 0.3, -0.2], [-0.2, 0.4, 0.0], [0.5, 0.4, 0.1], [0.2, 0.4, 0.2], [0.0, -0.4, 0.3], [0.6, 0.7, 0.2], [0.4, 0.0, 0.0], [1.3, -0.5, -0.4], [1.0, -0.1, 0.6], [1.1, -0.7, 1.0], [0.5, -0.4, -0.1], [-0.2, 0.1, 0.2], [0.0, 0.0, -0.8], [0.7, -0.8, -0.2], [-0.2, 0.1, 0.0], [0.2, -0.1, 0.2], [0.9, 0.1, 1.2], [-0.1, 0.2, 0.1], [0.0, 0.0, 0.0], [0.3, 0.6, -0.2], [0.1, -0.1, 0.0], [-0.2, -0.2, -0.1], [1.5, 0.8, 0.8], [0.2, 0.0, -0.2], [1.1, 0.3, 0.5], [0.6, 0.3, 0.0], [0.0, -0.1, -0.2], [-0.1, -0.1, 0.1], [0.3, 0.6, 0.2], [0.4, 0.5, -0.2]],
  "lowdin_charge": [0.07, 0.09, 0.07, 0.11, 0.11, 0.15, 0.12, 0.07, 0.09, 0.12, 0.13, 0.09, 0.10, 0.09, -0.18, 0.07, -0.31, 0.07, 0.08, 0.00, 0.11, 0.09, -0.31, 0.13, 0.09, 0.09, 0.12, 0.14, 0.06, 0.06, 0.11, 0.12, 0.10, 0.09, 0.12, -0.30, 0.14, -0.31, 0.08, -0.06, 0.09, 0.14, 0.12, 0.08, 0.09, -0.29, -0.36, -0.35, -0.22, 0.07, 0.07, 0.10, 0.08, 0.13, -0.19, -0.08, 0.11, -0.31, 0.07, -0.02, 0.17, 0.13, 0.05, 0.07, -0.32, -0.24, 0.08, 0.09, 0.13, -0.06, 0.14, 0.14, 0.14, 0.07, 0.08, 0.13, 0.13, 0.09, -0.30, 0.10, 0.08, 0.09, -0.22, -0.24, 0.14, 0.07, 0.10, 0.04, 0.07, -0.21, 0.08, 0.13, 0.09, 0.13, 0.07, 0.11, -0.07, -0.22, 0.07, 0.23, 0.06, 0.10, 0.07, -0.23, -0.11, 0.09, -0.17, -0.23, -0.33, -0.22, -0.31, 0.14, 0.12, -0.21, 0.14, 0.12, 0.06, -0.21, -0.22, 0.13, -0.16, 0.02, 0.12, 0.07, 0.09, 0.06, 0.11, -0.22, -0.12, -0.24, 0.09, -0.35, 0.05, -0.33, 0.10, -0.18, -0.01, 0.12, 0.08, 0.06, 0.11, 0.13, -0.33, 0.10, -0.31, -0.16, 0.11, 0.07, -0.32, -0.04]
}